DFT (wB97M-V/def2-TZVPD) results for a single BH3O molecule.

Values from the calculation:
SMILES ... BO
HOMO-LUMO gap ... 11.642 eV
LUMO ... 0.53 eV

CARTESIAN COORDINATES (ANGSTROEM)
B  0.07412  0.04789  -0.42884
O  -0.84225  0.02134  0.54029
H  1.18012  -0.15368  0.00866
H  -0.18808  0.07849  -1.57774
H  -0.22391  0.00595  1.45763

=====

DFT (wB97M-V/def2-TZVPD) results for a molecular structure, C4H2KO5.

Values from the calculation:
HOMO-LUMO gap ... 9.419 eV
LUMO ... -4.08 eV
Charge ... +1

CARTESIAN COORDINATES (ANGSTROEM)
C  -4.77937  -1.35805  3.30756
O  -5.87856  -1.30541  3.64930
O  -3.66931  -1.41291  2.96281
O  0.69912  -0.55253  0.38303
C  1.05306  0.21609  -0.47077
O  2.25251  0.06486  -1.04959
K  -1.19397  -1.31615  2.07357
H  0.45332  1.04740  -0.87607
O  3.42794  2.26271  -1.59819
C  2.93354  1.19729  -1.81155
C  2.11233  0.86940  -2.88488
H  2.58938  0.28729  -3.68521

=====

DFT (wB97M-V/def2-TZVPD) results for a molecular structure, C47H56BN7O4PtS2Te.

Values from the calculation:
Spin multiplicity ... 2
HOMO-LUMO gap (alpha / beta) ... 6.858 / 6.568 eV
LUMO (alpha / beta) ... -2.86 / -3.83 eV
Charge ... +1

CARTESIAN COORDINATES (ANGSTROEM)
Pt  1.40777  -0.37182  -1.11292
C  2.84814  -0.24838  2.87784
C  1.92377  0.15363  1.92336
N  1.89829  -0.71876  0.91704
N  2.82683  -1.65717  1.18261
C  3.39957  -1.40765  2.36174
B  3.28852  -2.58634  0.05938
N  4.07632  -1.70301  -0.93162
C  5.37777  -1.63832  -1.22224
C  5.56004  -0.65684  -2.17533
C  4.28142  -0.16707  -2.41525
N  3.39199  -0.81089  -1.66902
N  2.07037  -3.12965  -0.72741
C  1.86338  -4.36479  -1.19013
C  0.79829  -4.34998  -2.07477
C  0.39090  -3.02512  -2.11644
N  1.14840  -2.30847  -1.29329
H  3.06198  0.22080  3.81717
H  1.25570  0.99264  1.92936
H  4.15840  -2.06223  2.74713
H  3.97582  -3.46369  0.48059
H  6.07672  -2.30159  -0.74720
H  6.47829  -0.35459  -2.63994
H  3.95951  0.58591  -3.09296
H  2.49152  -5.17186  -0.86034
H  0.38234  -5.17853  -2.61316
H  -0.39729  -2.55230  -2.67569
C  4.98297  3.59974  -2.46195
C  4.75254  3.22946  -1.00737
C  3.41563  3.70791  -0.46007
S  2.01678  2.92148  -1.26559
O  2.18746  1.49789  -0.67884
C  0.70363  3.72189  -0.34159
C  0.17860  4.98120  -1.02610
C  -0.31709  4.79495  -2.45688
H  5.97508  3.28670  -2.78573
H  4.90883  4.67780  -2.61270
H  4.25330  3.12989  -3.11844
H  5.53690  3.66812  -0.38606
H  4.81474  2.14676  -0.87228
H  3.27153  4.78071  -0.60412
H  3.30540  3.45725  0.59741
H  1.08697  3.94713  0.65741
H  -0.04500  2.93494  -0.27074
H  0.95702  5.74987  -1.00569
H  -0.63247  5.35445  -0.39488
H  0.50859  4.63091  -3.15173
H  -0.85382  5.68128  -2.79083
H  -0.97513  3.93663  -2.53554
C  -5.24401  -6.07635  3.84628
C  -4.38715  -5.07372  3.13291
C  -3.42191  -5.47241  2.22165
C  -2.61629  -4.55370  1.55997
C  -1.59455  -5.07397  0.58248
C  -2.77387  -3.18986  1.85729
Te  -1.25654  -1.94475  1.02463
N  -0.50825  -0.18226  -0.50630
C  -1.27974  0.69793  -1.14158
O  -0.84130  1.66248  -1.77677
C  -2.77656  0.54843  -1.04761
C  -3.39946  -0.69068  -1.11115
C  -4.78227  -0.79252  -1.03269
C  -5.55182  0.35112  -0.89533
C  -4.93743  1.59733  -0.86124
C  -3.56003  1.69519  -0.94793
C  -0.97999  -0.87748  2.83122
C  -0.38368  -1.60406  3.87093
C  0.03466  -3.04327  3.76082
C  -0.16512  -0.96160  5.08731
C  -0.49443  0.37039  5.28481
C  -0.25360  1.04586  6.60313
C  -1.07977  1.05753  4.22975
C  -1.34776  0.45361  3.00665
C  -2.05074  1.26767  1.96798
C  -3.79891  -2.75408  2.70001
C  -4.13067  -1.31067  2.91991
C  -4.57231  -3.71337  3.34122
H  -4.93546  -7.09478  3.62054
H  -6.28949  -5.96887  3.55693
H  -5.19037  -5.93496  4.92613
H  -3.29337  -6.52681  2.01141
H  -1.79479  -6.11894  0.35399
H  -0.57880  -5.00855  0.98109
H  -1.60594  -4.52398  -0.36211
H  -2.80660  -1.58553  -1.27253
H  -5.25517  -1.76264  -1.08892
H  -6.62877  0.27583  -0.83544
H  -5.53659  2.49342  -0.77232
H  -3.07457  2.66156  -0.92969
H  0.45326  -3.28099  2.78087
H  -0.81361  -3.71332  3.92515
H  0.79459  -3.26907  4.50769
H  0.28704  -1.52274  5.89600
H  0.29551  0.40008  7.28505
H  -1.19864  1.31075  7.07838
H  0.31212  1.96879  6.47437
H  -1.36544  2.09355  4.36751
H  -2.76733  1.93922  2.44038
H  -2.59169  0.65414  1.25211
H  -1.34868  1.87777  1.39516
H  -3.90611  -0.71189  2.03915
H  -3.57814  -0.89424  3.76366
H  -5.19330  -1.20380  3.13112
H  -5.35975  -3.38457  4.00870
O  1.71080  5.42636  -7.18119
C  0.60358  4.94331  -6.58042
O  -0.44306  5.51369  -6.70107
C  0.74791  3.69106  -5.76876
C  -0.42636  3.06274  -5.36338
C  -0.37872  1.91326  -4.60126
C  0.84593  1.37406  -4.20680
S  0.76694  -0.17931  -3.34838
C  2.01776  2.00026  -4.61798
C  1.97133  3.14555  -5.39458
H  2.46022  4.83190  -7.05764
H  -1.37087  3.49903  -5.65492
H  -1.29053  1.42467  -4.28852
H  2.96906  1.58984  -4.36062
H  2.91237  3.60044  -5.68338

=====

The following energy above the lowest of the compared OMol25 structures with the same formula, charge and spin values (in kJ/mol) correspond, in order, to the records above: 25.4; 146.4; 0.0.
The following E values (in eV) correspond, in order, to the records above: -2772.4141; -30733.8997; -101151.3442.